{
  "formula": "C36H47Cl2NO8PdSbTe",
  "method": "ωB97M-V/def2-TZVPD",
  "spin_multiplicity": 2,
  "homo_energy_ha": [-0.060, -0.055],
  "orbital_gap_ev": [5.65, 3.79],
  "e_lumo_ev": [4.03, 2.29],
  "total_charge": -2,
  "elements": ["Pd", "O", "C", "C", "O", "C", "C", "O", "C", "O", "O", "C", "C", "C", "Sb", "C", "C", "C", "C", "C", "C", "H", "H", "H", "H", "H", "H", "H", "H", "H", "H", "H", "H", "H", "H", "H", "H", "H", "H", "H", "H", "H", "Cl", "C", "Cl", "C", "O", "O", "H", "C", "C", "O", "N", "Te", "C", "C", "C", "C", "C", "C", "C", "C", "C", "C", "C", "C", "C", "C", "C", "C", "C", "C", "H", "H", "H", "H", "H", "H", "H", "H", "H", "H", "H", "H", "H", "H", "H", "H", "H", "H", "H", "H", "H", "H", "H", "H", "H"],
  "coordinates": [[-0.324, -0.745, -1.233], [1.671, -1.834, -7.090], [1.143, -1.707, -5.990], [1.112, -0.457, -5.167], [1.238, 0.700, -5.577], [0.867, -0.892, -3.802], [0.410, -2.273, -3.808], [0.019, -2.860, -2.775], [0.523, -2.798, -5.181], [0.173, -3.906, -5.586], [1.105, -0.259, -2.730], [0.372, -5.752, 1.294], [1.526, -4.884, 0.837], [2.282, -5.574, -0.277], [0.655, -2.875, 0.186], [2.611, -1.847, -0.238], [3.230, -2.335, -1.539], [3.636, -1.886, 0.884], [0.375, -2.176, 2.320], [1.258, -2.791, 3.395], [-1.086, -2.362, 2.707], [0.733, -6.709, 1.679], [-0.299, -5.952, 0.461], [-0.197, -5.264, 2.081], [2.192, -4.695, 1.676], [1.699, -5.569, -1.195], [2.496, -6.613, -0.011], [3.230, -5.081, -0.470], [2.291, -0.808, -0.396], [3.664, -3.325, -1.431], [4.017, -1.650, -1.860], [2.490, -2.375, -2.331], [3.890, -2.917, 1.133], [3.260, -1.387, 1.774], [4.553, -1.381, 0.568], [0.574, -1.102, 2.267], [1.003, -3.837, 3.552], [1.097, -2.260, 4.336], [2.314, -2.732, 3.149], [-1.352, -3.418, 2.752], [-1.725, -1.866, 1.979], [-1.275, -1.918, 3.686], [-2.579, 2.777, -5.354], [-1.696, 1.350, -4.845], [-2.118, -0.019, -5.870], [-1.952, 0.999, -3.337], [-2.247, 1.945, -2.598], [-1.782, -0.188, -3.054], [-0.628, 1.552, -4.997], [-2.890, -2.624, -1.187], [-2.935, -1.233, -0.558], [-3.949, -0.519, -0.638], [-1.862, -0.848, 0.121], [-1.829, 1.345, -0.105], [-1.000, 3.486, -0.398], [-1.726, 4.510, 0.208], [-2.825, 4.198, 1.177], [-1.438, 5.837, -0.080], [-0.432, 6.181, -0.968], [-0.122, 7.619, -1.279], [0.281, 5.159, -1.572], [-0.005, 3.821, -1.314], [0.790, 2.792, -2.058], [-0.996, 1.318, 1.913], [-1.843, 1.126, 3.008], [-3.310, 0.895, 2.803], [-1.334, 1.135, 4.301], [0.017, 1.308, 4.547], [0.573, 1.340, 5.945], [0.863, 1.433, 3.457], [0.377, 1.430, 2.155], [1.348, 1.512, 1.021], [-3.868, -2.876, -1.591], [-2.580, -3.368, -0.449], [-2.154, -2.600, -2.003], [-3.522, 3.498, 0.717], [-3.357, 5.101, 1.472], [-2.413, 3.723, 2.065], [-2.024, 6.619, 0.390], [-0.832, 8.285, -0.791], [-0.165, 7.792, -2.354], [0.883, 7.877, -0.940], [1.067, 5.403, -2.276], [1.856, 2.877, -1.837], [0.664, 2.928, -3.132], [0.458, 1.779, -1.811], [-3.462, 0.265, 1.928], [-3.824, 1.839, 2.629], [-3.754, 0.415, 3.675], [-2.015, 1.006, 5.134], [-0.213, 1.214, 6.687], [1.073, 2.291, 6.136], [1.308, 0.546, 6.080], [1.929, 1.534, 3.625], [2.349, 1.234, 1.350], [1.372, 2.523, 0.618], [1.031, 0.832, 0.207]]
}

{
  "formula": "C36H47N7O3PtS3Si",
  "method": "ωB97M-V/def2-TZVPD",
  "relative_energy_ev": 0.000,
  "homo_energy_ha": -0.491,
  "orbital_gap_ev": 7.33,
  "e_lumo_ev": -6.02,
  "total_charge": 2,
  "elements": ["Pt", "C", "C", "C", "C", "C", "C", "C", "S", "O", "O", "N", "C", "C", "C", "C", "C", "N", "H", "H", "H", "H", "H", "H", "H", "H", "H", "H", "H", "C", "Si", "C", "C", "C", "C", "C", "C", "N", "C", "S", "H", "H", "H", "H", "H", "H", "H", "H", "H", "H", "H", "H", "C", "C", "N", "C", "S", "N", "C", "C", "H", "H", "H", "H", "H", "H", "H", "H", "H", "H", "H", "H", "C", "N", "N", "C", "O", "C", "C", "C", "C", "C", "C", "C", "C", "C", "H", "H", "H", "H", "H", "H", "H", "H", "H", "H", "H", "H"],
  "coordinates": [[0.256, 1.168, 0.135], [0.065, -4.160, -5.334], [0.660, -3.069, -4.490], [0.245, -1.746, -4.652], [0.798, -0.729, -3.899], [1.764, -1.038, -2.951], [2.187, -2.341, -2.760], [1.634, -3.348, -3.539], [2.587, 0.244, -2.071], [3.204, -0.315, -0.904], [3.351, 1.012, -3.012], [1.454, 1.272, -1.489], [0.829, 2.310, -2.124], [1.194, 3.070, -3.232], [0.415, 4.173, -3.515], [-0.668, 4.518, -2.698], [-0.964, 3.714, -1.621], [-0.256, 2.608, -1.379], [0.022, -3.862, -6.380], [-0.956, -4.381, -5.018], [0.644, -5.077, -5.264], [-0.503, -1.511, -5.398], [0.486, 0.297, -4.063], [2.945, -2.560, -2.022], [1.976, -4.366, -3.408], [2.072, 2.807, -3.809], [0.666, 4.796, -4.363], [-1.266, 5.393, -2.898], [-1.776, 3.932, -0.944], [1.291, -2.062, 4.701], [-0.561, -2.059, 4.467], [-1.100, -3.416, 3.302], [-1.441, -2.145, 6.104], [-1.107, -0.441, 3.612], [-2.232, 0.279, 4.012], [-2.695, 1.398, 3.315], [-2.049, 1.774, 2.162], [-0.977, 1.083, 1.760], [-0.485, 0.056, 2.471], [1.014, -0.405, 1.665], [1.574, -2.987, 5.206], [1.621, -1.236, 5.330], [1.846, -2.030, 3.764], [-0.769, -4.391, 3.656], [-0.684, -3.266, 2.303], [-2.187, -3.444, 3.218], [-1.116, -3.035, 6.643], [-2.523, -2.218, 5.993], [-1.217, -1.285, 6.735], [-2.763, -0.030, 4.901], [-3.551, 1.958, 3.660], [-2.362, 2.607, 1.547], [5.989, 2.149, -0.651], [5.401, 3.176, 0.299], [3.926, 3.138, 0.375], [3.105, 2.499, 1.192], [1.385, 2.976, 1.040], [3.410, 1.660, 2.161], [4.684, 1.072, 2.604], [5.326, 1.860, 3.735], [7.075, 2.217, -0.626], [5.657, 2.324, -1.671], [5.693, 1.136, -0.386], [5.644, 4.186, -0.033], [5.797, 3.081, 1.302], [3.446, 3.644, -0.355], [2.606, 1.377, 2.704], [5.338, 0.954, 1.748], [4.433, 0.064, 2.940], [5.648, 2.850, 3.415], [6.196, 1.322, 4.108], [4.629, 1.987, 4.563], [-5.026, -1.754, -1.887], [-3.646, -1.923, -1.465], [-2.866, -0.856, -1.056], [-1.557, -1.240, -1.088], [-0.548, -0.580, -0.708], [-1.532, -2.565, -1.569], [-2.827, -2.938, -1.806], [-3.362, -4.198, -2.388], [-3.483, 0.286, -0.472], [-3.426, 1.509, -1.118], [-4.137, 2.581, -0.594], [-4.889, 2.426, 0.562], [-4.926, 1.198, 1.210], [-4.217, 0.125, 0.697], [-5.449, -0.877, -1.406], [-5.596, -2.627, -1.576], [-5.093, -1.637, -2.969], [-0.649, -3.156, -1.699], [-2.557, -4.915, -2.513], [-3.812, -4.013, -3.363], [-4.123, -4.640, -1.747], [-2.882, 1.597, -2.050], [-4.144, 3.524, -1.117], [-5.463, 3.256, 0.947], [-5.517, 1.074, 2.105], [-4.249, -0.844, 1.178]]
}

{
  "formula": "C36H48BrCaF15N4O6PS2Si2",
  "method": "ωB97M-V/def2-TZVPD",
  "spin_multiplicity": 2,
  "homo_energy_ha": [-0.089, -0.134],
  "orbital_gap_ev": [5.99, 7.00],
  "e_lumo_ev": [3.55, 3.35],
  "total_charge": -2,
  "elements": ["Ca", "C", "Si", "C", "C", "N", "C", "C", "C", "C", "C", "C", "N", "Si", "C", "C", "C", "H", "H", "H", "H", "H", "H", "H", "H", "H", "H", "H", "H", "H", "H", "H", "H", "H", "H", "H", "H", "H", "H", "C", "C", "C", "C", "C", "Br", "N", "C", "H", "H", "H", "H", "H", "H", "F", "P", "F", "F", "F", "F", "F", "C", "C", "C", "C", "C", "C", "C", "S", "O", "O", "N", "C", "C", "C", "O", "O", "H", "H", "H", "H", "H", "H", "H", "H", "H", "H", "H", "H", "F", "C", "F", "F", "C", "O", "C", "F", "F", "F", "C", "F", "F", "F", "O", "S", "C", "C", "C", "C", "H", "H", "H", "H", "H", "H", "H", "H"],
  "coordinates": [[0.119, -0.207, 0.819], [-3.327, 0.060, 0.225], [-3.020, 1.172, 1.698], [-3.847, 2.832, 1.308], [-3.752, 0.405, 3.263], [-1.282, 1.371, 1.864], [-0.683, 2.306, 2.577], [-1.379, 3.158, 3.495], [-0.771, 4.164, 4.186], [0.607, 4.399, 4.007], [1.335, 3.600, 3.171], [0.773, 2.505, 2.443], [1.480, 1.691, 1.666], [3.207, 1.848, 1.492], [3.663, 3.536, 0.723], [4.122, 1.671, 3.143], [3.897, 0.508, 0.378], [-4.399, 0.060, 0.012], [-3.028, -0.974, 0.386], [-2.846, 0.484, -0.662], [-4.734, 2.660, 0.696], [-3.171, 3.449, 0.716], [-4.147, 3.397, 2.191], [-4.752, 0.018, 3.060], [-3.823, 1.114, 4.089], [-3.140, -0.439, 3.584], [-2.435, 2.976, 3.638], [-1.342, 4.780, 4.871], [1.093, 5.208, 4.540], [2.391, 3.798, 3.059], [3.955, 4.269, 1.476], [2.820, 3.955, 0.171], [4.503, 3.427, 0.034], [3.607, 2.141, 3.980], [5.119, 2.115, 3.070], [4.247, 0.613, 3.376], [3.233, 0.262, -0.445], [4.059, -0.403, 0.954], [4.856, 0.841, -0.031], [4.864, -3.299, -2.972], [3.461, -2.805, -2.767], [2.437, -3.084, -3.668], [1.160, -2.606, -3.440], [0.975, -1.840, -2.299], [-0.734, -1.167, -1.849], [1.921, -1.541, -1.444], [3.135, -2.027, -1.662], [4.879, -4.187, -3.605], [5.331, -3.552, -2.020], [5.483, -2.538, -3.451], [2.639, -3.688, -4.545], [0.338, -2.811, -4.109], [3.877, -1.784, -0.909], [-1.220, -1.751, 1.760], [-1.718, -3.307, 2.187], [-1.744, -3.679, 0.619], [-2.195, -4.780, 2.603], [-3.240, -2.794, 2.092], [-0.170, -3.744, 2.268], [-1.663, -2.836, 3.732], [3.570, -7.516, 1.687], [3.802, -6.531, 2.799], [3.024, -6.571, 3.951], [3.184, -5.622, 4.949], [4.135, -4.626, 4.800], [4.926, -4.577, 3.665], [4.761, -5.530, 2.676], [4.246, -3.299, 5.983], [5.632, -2.921, 6.073], [3.537, -3.712, 7.166], [3.450, -2.060, 5.296], [2.013, -2.258, 5.051], [1.557, -1.386, 3.885], [2.347, -1.601, 2.579], [3.570, -1.858, 2.651], [1.713, -1.448, 1.506], [3.386, -8.518, 2.077], [4.427, -7.559, 1.014], [2.697, -7.224, 1.100], [2.266, -7.337, 4.059], [2.575, -5.643, 5.842], [5.648, -3.781, 3.550], [5.367, -5.480, 1.779], [3.879, -1.856, 4.371], [1.462, -2.008, 5.958], [1.789, -3.304, 4.807], [1.644, -0.323, 4.137], [0.503, -1.590, 3.703], [-3.186, 4.629, -4.348], [-2.955, 4.025, -3.153], [-1.834, 4.576, -2.670], [-3.951, 4.416, -2.340], [-2.835, 2.453, -3.214], [-2.197, 1.955, -2.197], [-4.310, 1.895, -3.291], [-5.130, 2.568, -4.145], [-4.318, 0.612, -3.693], [-4.909, 1.926, -2.097], [-2.140, 2.090, -4.584], [-2.912, 2.265, -5.690], [-1.740, 0.821, -4.607], [-1.041, 2.852, -4.778], [1.441, 0.998, -3.067], [1.984, 2.021, -2.135], [3.604, 2.482, -2.891], [3.482, 3.887, -3.476], [2.009, 4.078, -3.832], [1.257, 3.613, -2.598], [3.706, 1.720, -3.664], [4.404, 2.367, -2.163], [4.150, 4.022, -4.330], [3.764, 4.623, -2.718], [1.732, 3.444, -4.677], [1.771, 5.111, -4.091], [0.195, 3.421, -2.720], [1.403, 4.290, -1.752]]
}